Model a:
Density functional theory data (wB97M-V/def2-TZVPD) for one molecule with the formula C5H6N2.

```
! RIJCOSX wB97M-V def2-TZVPD def2/J DEFGRID3
* xyz 0 1
C -0.72133 -0.42158 -0.05847
C 0.71788 -0.05469 -0.02161
N -1.54611 0.13074 -1.01654
C 1.71547 -0.93560 -0.02908
N -1.18858 -1.32772 0.75398
C 0.77789 1.30133 0.52201
C 0.97951 2.42794 0.87946
H -1.53063 -0.44088 -1.85845
H -2.51156 0.17498 -0.71351
H -2.08487 -1.68114 0.41983
H 2.73681 -0.62259 0.15987
H 1.52104 -1.98106 -0.24773
H 1.13448 3.43028 1.21023
*
```

Computed properties:
Highest occupied orbital energy = -9.4429 eV
Structure (SMILES) = [H]/N=C(\N)C(=C)C#C
Frontier orbital gap = 10.0 eV
Lowest unoccupied orbital energy = 0.53 eV

=====

Model b:
Density functional theory data (wB97M-V/def2-TZVPD) for C5H6N2 as an isolated structure.

```
! RIJCOSX wB97M-V def2-TZVPD def2/J DEFGRID3
* xyz 0 1
C 1.28274 -1.00704 0.22897
C 0.36103 -0.83400 1.41744
C -0.06413 0.30982 0.79366
N -1.28131 0.91897 0.55304
C -1.27065 1.06851 -0.87900
C -0.07736 0.68580 -1.38253
N 0.76536 0.33089 -0.30254
H 1.00076 -1.79441 -0.47631
H 2.35940 -0.99432 0.39419
H -1.78003 0.13107 0.99080
H 0.50832 -1.12170 2.44695
H -2.09943 1.54958 -1.38499
H 0.29529 0.75683 -2.39967
*
```

Computed properties:
Highest occupied orbital energy = -7.3960 eV
Frontier orbital gap = 8.5 eV
Lowest unoccupied orbital energy = 1.13 eV

=====

Model c:
Density functional theory data (wB97M-V/def2-TZVPD) for C5H6N2 as an isolated structure.

```
! RIJCOSX wB97M-V def2-TZVPD def2/J DEFGRID3
* xyz 0 1
C 0.93856 -1.36765 -0.99011
C 0.44330 -1.71971 0.43882
C 0.01756 -0.30384 0.35070
N -0.51992 0.58557 1.27335
C -0.81607 1.60222 0.64952
C -1.27012 2.61842 -0.00997
N 0.44878 0.01811 -0.81836
H 0.43514 -1.88972 -1.80444
H 2.02073 -1.39816 -1.13526
H -0.36577 -2.44606 0.52552
H 1.21727 -1.90570 1.18741
H -1.90738 2.87260 0.86352
H -0.64207 3.33391 -0.53071
*
```

Computed properties:
Highest occupied orbital energy = -8.9543 eV
Frontier orbital gap = 9.7 eV
Lowest unoccupied orbital energy = 0.79 eV

=====

Relative energies with respect to the most stable structure, expressed in hartree: model a 0.0000; model b 0.0069; model c 0.0234.

=====

Model a:
Density functional theory data (wB97M-V/def2-TZVPD) for one molecule with the formula C5H6N2.

```
! RIJCOSX wB97M-V def2-TZVPD def2/J DEFGRID3
* xyz 0 1
C -2.69447 -0.28231 0.21081
C -1.57173 0.44353 -0.13112
C -0.28482 0.14892 -0.12067
C 0.40488 -1.02505 -0.13865
C 0.64812 1.10743 -0.09762
H -2.41219 -1.35926 0.39321
H -3.78876 -0.01411 0.01277
H -1.63081 1.59723 -0.25321
H 0.04696 -2.08944 -0.18109
H 2.74807 0.85783 0.21667
H 0.34183 2.26702 0.11518
N 1.74014 -0.95868 -0.01243
N 1.92887 0.44234 0.20671
*
```

Computed properties:
Highest occupied orbital energy = -8.5878 eV
Structure (SMILES) = C=Cc1cn[nH]c1
Frontier orbital gap = 9.4 eV
Lowest unoccupied orbital energy = 0.84 eV

=====

Model b:
Density functional theory data (wB97M-V/def2-TZVPD) for C5H6N2 as an isolated structure.

```
! RIJCOSX wB97M-V def2-TZVPD def2/J DEFGRID3
* xyz 0 1
C 1.70363 0.59675 0.07251
C 0.19858 -0.72724 -0.28848
C -1.09039 -1.11606 0.01842
C -1.01546 1.08409 -0.11661
C 0.25414 0.71147 -0.21283
H 2.01113 1.01787 1.20337
H 2.30895 0.92020 -0.78221
H 2.02494 -1.58774 0.43394
H -1.46987 -2.05242 0.17155
H -3.02117 -0.02471 -0.11774
H -1.66159 2.04883 -0.12407
N 1.66787 -0.76842 -0.23206
N -1.91077 -0.10262 -0.02578
*
```

Computed properties:
Highest occupied orbital energy = -7.4007 eV
Frontier orbital gap = 8.4 eV
Lowest unoccupied orbital energy = 1.02 eV

=====

Relative energies with respect to the most stable structure, expressed in hartree: model a 0.0000; model b 0.0501.

=====

Model a:
Density functional theory data (wB97M-V/def2-TZVPD) for one molecule with the formula C5H6N2.

```
! RIJCOSX wB97M-V def2-TZVPD def2/J DEFGRID3
* xyz 0 1
C 2.06283 1.83515 -1.21904
C 1.31499 1.60213 -0.07549
C 1.56281 1.15923 -2.28642
C -0.59533 0.31950 0.61775
C -0.92552 -0.92989 1.38263
N 0.93344 0.29325 -2.84201
N 0.55734 0.64347 0.19652
H 2.72116 2.66056 -1.35851
H -1.44636 0.90690 0.06846
H -1.92424 -1.09761 1.77845
H -0.38510 -0.78830 2.33591
H -0.58340 -1.78307 0.83505
H 0.11700 0.18997 -3.38797
*
```

Computed properties:
Highest occupied orbital energy = -7.2412 eV
Frontier orbital gap = 7.9 eV
Lowest unoccupied orbital energy = 0.64 eV

=====

Model b:
Density functional theory data (wB97M-V/def2-TZVPD) for C5H6N2 as an isolated structure.

```
! RIJCOSX wB97M-V def2-TZVPD def2/J DEFGRID3
* xyz 0 1
C 0.00209 0.54665 1.51114
C -0.75917 -0.75223 1.30483
C -0.97902 -0.37322 0.03806
N -1.15246 -0.86191 -1.27250
C -0.13396 -0.34958 -1.85953
C 0.76285 0.43668 -0.90796
N -0.24948 0.85873 0.06356
H 1.06759 0.49097 1.75259
H -0.47666 1.29165 2.15246
H 1.40291 -0.33726 -0.43239
H -0.95166 -1.63489 1.89517
H 0.08197 -0.53845 -2.90847
H 1.38500 1.22287 -1.33695
*
```

Computed properties:
Highest occupied orbital energy = -8.6275 eV
Frontier orbital gap = 9.5 eV
Lowest unoccupied orbital energy = 0.89 eV

=====

Model c:
Density functional theory data (wB97M-V/def2-TZVPD) for one molecule with the formula C5H6N2.

```
! RIJCOSX wB97M-V def2-TZVPD def2/J DEFGRID3
* xyz 0 1
C -1.73887 -1.35150 0.42207
C -0.79841 -0.57686 1.00598
C 0.34923 0.12295 -1.10154
C 1.37805 0.98847 -1.34886
C 1.09710 0.99981 0.78952
H -1.82009 -1.40794 -0.66100
H -2.40788 -2.07160 1.01025
H -0.50749 -0.59565 2.07393
H -0.38051 -0.37489 -1.77441
H 1.75084 1.28216 -2.33083
H 1.08813 1.31900 1.81030
N 0.13867 0.17570 0.24051
N 1.85123 1.49036 -0.13591
*
```

Computed properties:
Highest occupied orbital energy = -8.9282 eV
Structure (SMILES) = C=Cn1ccnc1
Frontier orbital gap = 9.9 eV
Lowest unoccupied orbital energy = 0.96 eV

=====

Model d:
Density functional theory data (wB97M-V/def2-TZVPD) for one molecule with the formula C5H6N2.

```
! RIJCOSX wB97M-V def2-TZVPD def2/J DEFGRID3
* xyz 0 1
C 0.33344 -0.17602 2.53187
C -0.27816 0.50048 1.57706
C 0.64182 -0.82920 -0.34703
C 0.38624 -0.78383 -1.67532
C -0.66159 0.84965 -0.80083
H 1.04380 -0.98746 2.31359
H -0.01709 -0.00283 3.57321
H -1.05504 1.22100 1.71406
H 1.29396 -1.55895 0.20023
H 0.74701 -1.34889 -2.50056
H -1.24966 1.73028 -0.67236
N -0.03112 0.23743 0.20111
N -0.43938 0.27405 -1.96435
*
```

Computed properties:
Highest occupied orbital energy = -9.0424 eV
Structure (SMILES) = C=Cn1ccnc1
Frontier orbital gap = 10.0 eV
Lowest unoccupied orbital energy = 0.98 eV

=====

Relative energies with respect to the most stable structure, expressed in hartree: model a 0.1311; model b 0.0748; model c 0.0045; model d 0.0000.

=====

Model a:
Density functional theory data (wB97M-V/def2-TZVPD) for a 10-piece molecular cluster, C20H59O10 overall.

```
! RIJCOSX wB97M-V def2-TZVPD def2/J DEFGRID3
* xyz -1 1
C -0.34755 -1.16058 0.28362
C -0.18762 -1.03520 -1.25209
O 1.06028 -0.70949 -1.77517
H -1.36846 -1.38898 0.58971
H -0.07587 -0.19304 0.70569
H 0.24350 -1.92606 0.78642
H -1.03905 -0.41618 -1.53493
H -0.44786 -2.02450 -1.62850
C -4.16028 5.05873 -1.28484
C -4.37030 4.41298 -2.68373
O -5.54469 5.03298 -3.16057
H -3.32103 5.72915 -1.47005
H -3.77783 4.26432 -0.64395
H -5.10391 5.35768 -0.82845
H -4.60135 3.34943 -2.62387
H -3.48434 4.46610 -3.31647
H -6.18913 4.66546 -2.55127
C 1.41592 4.76301 -6.98549
C 1.01527 3.36600 -7.54478
O 1.85054 2.44956 -6.93546
H 1.00571 5.14687 -6.05143
H 1.15097 5.51428 -7.72947
H 2.50165 4.85010 -6.94416
H 1.15685 3.39156 -8.62525
H -0.03500 3.15539 -7.34309
H 1.47358 2.25492 -6.07429
C -1.54950 -6.79854 6.42411
C -2.33416 -6.51647 5.18261
O -3.67093 -6.34039 5.60777
H -1.49253 -5.83938 6.93875
H -0.57888 -7.17995 6.10704
H -1.99996 -7.59597 7.01512
H -2.34326 -7.27488 4.39978
H -2.02840 -5.62385 4.63686
H -4.18120 -6.23728 4.80118
C 4.83321 -3.38202 3.81013
C 4.04295 -2.24574 4.24152
O 4.83064 -1.64240 5.19906
H 4.28109 -4.02336 3.12313
H 5.13243 -4.04065 4.62547
H 5.80591 -3.13623 3.38404
H 3.09293 -2.44746 4.73638
H 3.87252 -1.41866 3.55231
H 5.36121 -1.03856 4.67421
C -2.43731 -3.54072 -7.89812
C -1.12448 -4.01300 -8.65200
O -0.24571 -2.93735 -8.76571
H -3.04757 -4.40390 -7.63244
H -3.02329 -2.83429 -8.48609
H -2.07449 -3.01378 -7.01563
H -1.42919 -4.26105 -9.66872
H -0.68138 -4.84599 -8.10621
H -0.66509 -2.18590 -9.19122
C 9.30177 -1.12482 -0.56395
C 7.87989 -0.64823 -0.87717
O 7.02075 -1.67562 -1.38292
H 9.96799 -0.40222 -0.09266
H 9.75201 -1.43831 -1.50582
H 9.26710 -2.02103 0.05548
H 7.97425 0.15904 -1.60347
H 7.40377 -0.38558 0.06752
H 6.08533 -1.49922 -1.25859
C -0.95805 0.09523 7.49299
C -0.66397 1.34618 6.55027
O 0.60803 1.81438 6.94028
H -0.34625 -0.74266 7.15872
H -1.97782 -0.27991 7.40674
H -0.63894 0.24183 8.52488
H -1.42183 2.10551 6.74304
H -0.84853 1.11896 5.50032
H 1.21997 1.46680 6.28733
C -6.87206 0.05190 2.17800
C -8.22724 -0.19119 2.85121
O -8.97481 1.02583 2.85820
H -7.07115 0.53566 1.22174
H -6.33392 -0.85494 1.90206
H -6.40451 0.83265 2.77793
H -8.07345 -0.63862 3.83318
H -8.76598 -0.96498 2.30434
H -8.82782 1.49194 3.68447
C 2.99612 6.15069 -0.71588
C 2.36600 4.79636 -0.43482
O 3.38942 3.82549 -0.51397
H 3.41417 6.39619 -1.69213
H 3.80395 6.46717 -0.05606
H 2.22261 6.89356 -0.52117
H 1.52541 4.64292 -1.11157
H 2.00078 4.76358 0.59163
H 3.04138 3.08875 -1.02160
*
```

Computed properties:
Highest occupied orbital energy = -2.4818 eV
Frontier orbital gap = 4.4 eV
Lowest unoccupied orbital energy = 1.96 eV

=====

Model b:
Density functional theory data (wB97M-V/def2-TZVPD) for a 10-piece molecular cluster, C20H59O10 overall.

```
! RIJCOSX wB97M-V def2-TZVPD def2/J DEFGRID3
* xyz -1 1
C -19.59996 12.96743 -9.97250
C -19.38097 11.55795 -10.58774
O -20.41169 10.60563 -10.38926
H -20.56574 13.41814 -10.20105
H -18.85237 13.70316 -10.26900
H -19.59341 12.89971 -8.88463
H -18.45593 11.22616 -10.11623
H -19.30552 11.76315 -11.65559
C -21.71792 12.14989 -5.10603
C -22.89069 11.56981 -5.99475
O -22.35168 10.30946 -6.45796
H -21.94002 13.17917 -4.82430
H -20.73281 12.19206 -5.57066
H -21.54967 11.63823 -4.15840
H -23.11007 12.29116 -6.78191
H -23.81351 11.36449 -5.45221
H -21.85319 10.49029 -7.25822
C -26.18408 13.26711 -12.36082
C -24.90446 12.81061 -11.55637
O -24.31307 11.69250 -12.17198
H -26.66495 14.08000 -11.81669
H -26.96511 12.51123 -12.44286
H -25.83025 13.67458 -13.30786
H -25.16729 12.55036 -10.53104
H -24.22001 13.65584 -11.62866
H -23.58920 11.44716 -11.59110
C -25.37596 7.52380 -9.98555
C -26.10601 7.60650 -11.27923
O -25.31343 6.89704 -12.26098
H -25.51900 6.51937 -9.58708
H -25.71175 8.21683 -9.21415
H -24.29787 7.68253 -10.01042
H -26.31431 8.63880 -11.56043
H -27.04186 7.05947 -11.16504
H -25.59470 5.98240 -12.18399
C -22.04127 18.03743 -11.43792
C -23.25671 18.02921 -10.57613
O -24.36784 17.95320 -11.44136
H -21.78493 17.02516 -11.75045
H -21.22044 18.49401 -10.88486
H -22.06768 18.62965 -12.35263
H -23.28981 18.92123 -9.95060
H -23.38054 17.13966 -9.95851
H -25.19869 17.82200 -10.97866
C -19.19957 17.16580 -5.74729
C -20.59861 17.23213 -6.37077
O -21.64685 17.21259 -5.41984
H -19.00525 18.04929 -5.13917
H -18.45017 17.03424 -6.52779
H -19.08447 16.31280 -5.07853
H -20.65453 16.28923 -6.91475
H -20.74891 17.96249 -7.16580
H -21.49954 17.91801 -4.78558
C -17.99950 7.90162 -6.70460
C -17.55293 7.02275 -7.90867
O -18.72741 6.80476 -8.69711
H -17.97362 8.94375 -7.02302
H -17.28621 7.81199 -5.88528
H -19.00633 7.66688 -6.35919
H -17.20114 6.08214 -7.48489
H -16.82108 7.57735 -8.49596
H -19.10198 7.66323 -8.90765
C -16.02529 16.93378 -13.32629
C -17.26197 16.90391 -14.19824
O -16.71450 17.07198 -15.54737
H -15.45951 17.86480 -13.36091
H -15.42236 16.09349 -13.67052
H -16.23465 16.65810 -12.29272
H -17.93005 17.68841 -13.84280
H -17.76810 15.93859 -14.18897
H -16.37583 17.95853 -15.69201
C -13.73626 11.06607 -9.99680
C -12.28858 11.58403 -9.95450
O -11.68894 11.19849 -8.70839
H -14.22921 11.47982 -10.87652
H -14.29353 11.46687 -9.15010
H -13.86148 9.98423 -9.95148
H -12.22811 12.66487 -10.08187
H -11.72026 11.00374 -10.68140
H -10.73874 11.30978 -8.78797
C -16.18652 12.21253 -15.51913
C -15.70770 12.82908 -16.85031
O -14.83425 13.87620 -16.62894
H -16.80868 11.32177 -15.60619
H -16.77150 12.91573 -14.92633
H -15.32747 11.83686 -14.96325
H -16.56764 13.16283 -17.43100
H -15.23674 12.11902 -17.53009
H -15.43884 14.58344 -16.39254
*
```

Computed properties:
Highest occupied orbital energy = -2.8681 eV
Frontier orbital gap = 5.0 eV
Lowest unoccupied orbital energy = 2.17 eV

=====

Relative energies with respect to the most stable structure, expressed in hartree: model a 0.0550; model b 0.0000.